Entry 1:
Molecular formula: C35H65Cl16N2O7PS
Method: DFT, ωB97M-V/def2-TZVPD

Values from the calculation:
electronic energy = -10110.9663 hartree
LUMO = -2.03 eV
maximum force = 0.1590 Eh/bohr
structure (SMILES) = CCCCCCCCCC1=C(CN)C(=O)C(P(=N)(O)O)=C(CCCS(=O)(=O)O)C1=O.ClCCCl.ClCCCl.ClCCCl.ClCCCl.ClCCCl.ClCCCl.ClCCCl.ClCCCl

Geometry as ORCA input:
```
! RIJCOSX wB97M-V def2-TZVPD def2/J DEFGRID3
* xyz 0 1
C 5.96253 0.89874 0.50617
C 4.71483 0.89343 1.61861
C 3.28375 1.19623 0.87408
C 2.11719 0.05919 1.15362
C 2.62652 -1.48882 0.93209
C 1.67915 -2.60803 1.73413
C 0.72376 -3.44117 0.65941
C -0.12177 -2.31108 -0.17459
C -1.31514 -2.96126 -1.14971
C -1.90215 -1.65246 -2.00982
C -1.10409 -1.17544 -3.18638
C 0.28396 -1.85201 -3.73826
N 1.46234 -0.94115 -3.36335
C -1.71291 0.16311 -3.97003
O -1.41012 0.33822 -5.25866
C -2.61839 1.20714 -3.04966
P -2.59531 3.04880 -3.55531
N -2.41819 4.08918 -2.30809
O -4.08020 3.42173 -4.44400
O -1.15475 3.29137 -4.56525
C -3.42148 0.70365 -1.86391
C -4.37717 1.65890 -0.92731
C -5.94532 1.10377 -0.80074
C -6.51265 1.15207 0.75870
S -7.07120 -0.53325 1.40403
O -8.07390 -0.23855 2.58707
O -7.79573 -1.40858 0.35271
O -5.73741 -1.33898 2.10646
C -3.29649 -0.89989 -1.52826
O -4.18859 -1.64577 -0.87080
H 6.37722 -0.19598 0.29732
H 6.85921 1.58039 0.85608
H 5.60425 1.32668 -0.54286
H 4.94403 1.81446 2.34219
H 4.72502 -0.05924 2.30343
H 3.43994 1.40101 -0.29146
H 2.89162 2.23330 1.30821
H 1.67484 0.24715 2.24635
H 1.21848 0.34122 0.42016
H 2.61171 -1.66899 -0.24786
H 3.72618 -1.69977 1.27213
H 2.35215 -3.30364 2.39894
H 0.91868 -1.94825 2.37116
H 1.31363 -4.20907 0.00222
H -0.06733 -4.03079 1.32602
H 0.53176 -1.64771 -0.90370
H -0.60485 -1.54459 0.60208
H -2.19053 -3.44194 -0.51698
H -0.89901 -3.81098 -1.86047
H 0.26716 -1.99736 -4.92272
H 0.48320 -2.94527 -3.30774
H 2.06444 -1.55686 -2.74534
H 2.05838 -0.79656 -4.22995
H -3.26792 4.71830 -2.33762
H -3.96069 4.41477 -4.65140
H -0.41823 3.51505 -3.90199
H -3.96187 1.75190 0.18781
H -4.47749 2.77140 -1.31197
H -6.63121 1.87405 -1.40174
H -6.10747 0.06519 -1.32465
H -5.72974 1.55735 1.53253
H -7.49059 1.83350 0.76862
H -5.83675 -1.39504 3.10239
Cl 7.80949 2.01087 -3.45703
C 6.86519 3.50489 -3.67298
C 6.02198 3.83392 -2.45090
Cl 4.69444 2.66946 -2.21656
H 6.24814 3.39064 -4.56949
H 7.58373 4.30974 -3.85535
H 5.56099 4.81831 -2.57165
H 6.62483 3.84918 -1.53784
Cl -5.78929 2.20352 4.14833
C -7.49345 2.46413 4.59371
C -8.07451 3.70881 3.94111
Cl -7.36049 5.20522 4.59240
H -7.55584 2.51482 5.68508
H -8.04585 1.57953 4.26252
H -9.14973 3.76194 4.13397
H -7.92206 3.70397 2.85755
Cl 9.90207 0.27275 1.70941
C 9.96504 -1.48410 1.42670
C 8.66250 -2.02155 0.85461
Cl 7.33070 -1.95382 2.03569
H 10.22150 -1.97176 2.37220
H 10.78158 -1.66181 0.72030
H 8.78450 -3.07209 0.57608
H 8.35429 -1.46595 -0.03628
Cl -11.09793 1.54172 3.63700
C -11.03496 -0.21514 3.35429
C -12.33750 -0.75258 2.78220
Cl -13.66930 -0.68486 3.96328
H -10.77850 -0.70280 4.29978
H -10.21842 -0.39285 2.64788
H -12.21550 -1.80313 2.50366
H -12.64571 -0.19698 1.89131
Cl 12.48373 -2.91857 2.68187
C 13.50046 -1.89767 3.72803
C 12.99450 -1.85992 5.16167
Cl 11.44606 -0.99110 5.30563
H 13.54230 -0.89618 3.28893
H 14.50844 -2.32264 3.70160
H 13.71284 -1.33224 5.79543
H 12.85724 -2.86701 5.56700
Cl 4.76427 -1.00776 -5.99367
C 3.76068 -1.59414 -7.34252
C 2.72442 -0.56906 -7.77626
Cl 1.46126 -0.32688 -6.54377
H 3.29311 -2.53448 -7.03482
H 4.44044 -1.80840 -8.17278
H 2.21898 -0.91256 -8.68326
H 3.18241 0.40194 -7.98781
Cl -16.98500 -1.82102 7.19963
C -16.83235 -0.42735 6.10198
C -17.33152 0.86157 6.73624
Cl -19.09724 0.85528 6.97172
H -17.37474 -0.65933 5.18027
H -15.77021 -0.33276 5.85656
H -17.10286 1.70935 6.08425
H -16.86051 1.04129 7.70743
Cl 9.63198 -1.36122 -2.03505
C 10.23984 -1.15420 -3.69580
C 11.75933 -1.12969 -3.75313
Cl 12.43716 0.33505 -2.99925
H 9.80626 -0.23643 -4.10475
H 9.86032 -1.99858 -4.27917
H 12.09192 -1.13145 -4.79500
H 12.19531 -2.00059 -3.25433
*
```

Entry 2:
Molecular formula: C35H65CsN10O5P2S
Method: DFT, ωB97M-V/def2-TZVPD

Values from the calculation:
electronic energy = -3397.5367 hartree
LUMO (alpha / beta) = 3.80 / 3.80 eV
maximum force = 0.0462 Eh/bohr

Geometry as ORCA input:
```
! RIJCOSX wB97M-V def2-TZVPD def2/J DEFGRID3
* xyz -2 1
Cs -0.30998 0.79075 -0.78533
N 4.68841 0.61570 0.17654
C 4.58430 -0.80469 -0.21142
C 4.77497 -1.71904 0.99676
N 3.57688 -2.03191 1.75053
C 2.93231 -3.30307 1.44845
C 2.37858 -3.41335 0.02776
N 0.97425 -3.02905 -0.06328
C 3.41273 -1.40249 2.97086
C 2.33958 -1.76440 3.94284
N 1.01699 -1.77578 3.32344
H 3.85185 0.87566 0.69501
H 4.64321 1.17486 -0.66931
H 5.39822 -1.02291 -0.90930
H 3.64985 -1.01725 -0.74566
H 5.49185 -1.24388 1.67368
H 5.22378 -2.66408 0.65964
H 2.11408 -3.43895 2.15190
H 3.66541 -4.10972 1.61683
H 2.48046 -4.45946 -0.28206
H 2.98222 -2.82523 -0.67574
H 0.78928 -2.64861 -0.98783
H 0.71109 -2.30710 0.59864
H 2.86640 0.56932 2.13063
H 4.31522 -0.97086 3.39568
H 2.43261 -1.05820 4.78089
H 2.51242 -2.77026 4.36304
H 0.82172 -0.90449 2.83321
H 0.28428 -1.88917 4.01301
C -6.78791 4.28939 0.50924
C -5.44137 3.78718 0.96197
C -4.73449 4.43593 1.96772
C -3.47863 3.98562 2.36280
C -2.92833 2.87792 1.74511
C -3.62274 2.20576 0.74201
C -4.87018 2.66571 0.35926
S -1.28967 2.30209 2.15260
O -0.50736 2.57163 0.95352
O -0.88173 3.00380 3.36004
N -1.39090 0.74973 2.25690
C -2.23610 0.12121 3.13256
C -2.91399 0.68854 4.20394
C -3.76240 -0.07931 5.02717
C -3.95265 -1.41497 4.82148
C -3.28264 -2.04527 3.74037
C -3.43119 -3.42208 3.45540
C -2.77230 -3.96929 2.39465
C -1.95471 -3.13263 1.60116
N -1.79442 -1.85662 1.83281
C -2.43628 -1.29662 2.89177
H -7.20295 5.00742 1.21881
H -7.49860 3.46775 0.39961
H -6.71391 4.78465 -0.46281
H -5.16961 5.30611 2.45022
H -2.92015 4.48352 3.14645
H -3.20782 1.33264 0.24316
H -5.40009 2.13852 -0.42848
H -2.76566 1.73464 4.43134
H -4.26820 0.41564 5.84993
H -4.60303 -2.00195 5.46069
H -4.07286 -4.02367 4.09128
H -2.86371 -5.02060 2.15130
H -1.40129 -3.54412 0.76105
C -3.14210 0.72212 -5.45075
N -3.50719 0.89546 -4.05362
C -3.54372 2.31009 -3.70414
P -2.53625 -0.01415 -2.95998
O -3.14964 0.14489 -1.60118
O -1.10900 0.40938 -3.13766
P 1.81924 -1.03492 -3.81585
O 2.21107 -0.99779 -2.32740
N 2.30418 0.51305 -4.49119
C 1.29851 1.21603 -5.25938
C 3.09829 1.39293 -3.66657
N 3.20683 -1.98100 -4.50129
C 3.22256 -2.01828 -5.94267
C 3.25100 -3.31748 -3.95252
N -2.75579 -1.59554 -3.47977
C -3.53251 -2.52009 -2.68063
C -1.76288 -2.23931 -4.31892
H -3.83938 1.28419 -6.08169
H -3.20838 -0.33127 -5.72812
H -2.12095 1.07570 -5.66726
H -4.33884 2.80994 -4.27004
H -2.59284 2.82193 -3.92631
H -3.75256 2.42098 -2.63938
H 0.67585 0.49878 -5.79998
H 1.77187 1.88110 -5.99749
H 0.62143 1.81839 -4.63406
H 3.76293 0.79751 -3.03718
H 2.48065 2.01792 -2.99858
H 3.70226 2.07424 -4.28416
H 3.12601 -1.00561 -6.33811
H 2.40491 -2.63453 -6.37183
H 4.16781 -2.44098 -6.31020
H 3.16838 -3.27101 -2.86630
H 4.19914 -3.81248 -4.20386
H 2.43508 -3.96804 -4.33153
H -4.15805 -1.97173 -1.97963
H -2.88029 -3.19344 -2.10554
H -4.16913 -3.14539 -3.32250
H -1.08442 -1.50750 -4.75027
H -2.24921 -2.81449 -5.12103
H -1.13309 -2.92771 -3.74150
C 2.52769 2.19503 4.83444
C 3.00228 2.44792 3.39603
C 2.56127 3.86795 2.98498
C 4.52700 2.34608 3.32286
C 2.34370 1.45559 2.49495
H 2.94410 2.95357 5.50928
H 2.85247 1.20824 5.18348
H 1.43713 2.24093 4.89165
H 2.97922 4.61039 3.67509
H 1.47383 3.94782 2.99329
H 2.91075 4.09983 1.97537
H 4.99240 3.18575 3.85122
H 4.88324 2.34914 2.29125
H 4.87915 1.41901 3.78660
H 1.27879 1.31033 2.65518
*
```

Entry 3:
Molecular formula: C35H65N3O3PS5Sb2ScSi3
Method: DFT, ωB97M-V/def2-TZVPD

Values from the calculation:
electronic energy = -6204.8904 hartree
LUMO (alpha / beta) = 3.68 / 3.68 eV
maximum force = 0.0392 Eh/bohr

Geometry as ORCA input:
```
! RIJCOSX wB97M-V def2-TZVPD def2/J DEFGRID3
* xyz -2 1
Sc -0.91058 0.17755 -0.70403
S -4.31708 4.37563 -1.42552
Sb -3.22735 3.59520 0.52362
S -2.94042 1.04904 0.61705
S -1.10431 2.71217 -0.87093
S -1.79735 5.11768 1.60740
O -0.06613 -1.41853 -1.15607
C -4.52953 -3.62286 3.62650
Si -3.59348 -2.12086 2.94084
C -4.83068 -0.71318 2.97253
C -2.17171 -1.72524 4.09514
Sb -2.47807 -2.26054 0.56271
Si -1.08551 -4.38434 0.72448
C 0.48519 -4.00268 1.68683
C -0.56590 -4.87748 -1.00746
C -1.92019 -5.86347 1.56310
Si -4.52869 -2.97817 -0.76502
C -5.60465 -1.45818 -0.97697
C -3.98075 -3.54740 -2.47605
C -5.58491 -4.35589 -0.01557
H -4.89575 -3.37721 4.62928
H -3.88875 -4.50318 3.70752
H -5.38919 -3.87353 3.00555
H -5.21247 -0.59646 3.99316
H -5.67350 -0.92128 2.30995
H -4.36505 0.21799 2.64940
H -2.49452 -1.52347 5.11855
H -1.63696 -0.87858 3.67175
H -1.49416 -2.58562 4.11128
H 1.00874 -3.18340 1.18850
H 1.13264 -4.88491 1.70876
H 0.26411 -3.71549 2.71785
H -0.06919 -4.01812 -1.46897
H -1.42574 -5.16618 -1.61447
H 0.12102 -5.73032 -0.96441
H -2.13555 -5.64362 2.61045
H -1.24688 -6.72703 1.53219
H -2.84987 -6.12992 1.05808
H -5.04247 -0.65269 -1.45205
H -5.96049 -1.08757 -0.01497
H -6.47041 -1.70329 -1.60079
H -3.38437 -2.77188 -2.95901
H -4.86166 -3.75395 -3.09187
H -3.38363 -4.45853 -2.41889
H -6.01816 -4.03107 0.93038
H -4.99870 -5.26084 0.15239
H -6.40699 -4.59502 -0.69857
O 0.43109 0.48388 0.97628
S 1.36110 -0.35409 1.77698
C 0.63461 -0.82204 3.33908
C 0.15355 0.26180 4.25583
C 0.68446 0.32392 5.54061
C 0.31698 1.34945 6.40412
C -0.57853 2.32205 5.98048
C -1.11624 2.26028 4.69950
C -0.76496 1.22781 3.84663
C 2.68085 0.77515 2.35704
C 2.33888 2.22486 2.19024
C 2.15355 3.04225 3.29908
C 1.83904 4.38309 3.13440
C 1.70849 4.91381 1.86042
C 1.89690 4.10133 0.75204
C 2.21396 2.76567 0.91486
H 1.40578 -1.43926 3.80921
H -0.16174 -1.49664 3.04519
H 1.39010 -0.43029 5.87403
H 0.73565 1.39082 7.40307
H -0.85918 3.12979 6.64546
H -1.81024 3.01562 4.35099
H -1.20050 1.19000 2.84979
H 3.55519 0.51936 1.75698
H 2.92999 0.53060 3.39118
H 2.23350 2.62661 4.29889
H 1.67293 5.00815 4.00288
H 1.43720 5.95234 1.72885
H 1.77080 4.49861 -0.24449
H 2.32447 2.13336 0.04104
O 0.81866 0.91726 -1.99711
P 1.92879 1.39810 -2.82586
N 3.38016 0.74961 -2.30936
C 4.63452 1.43754 -2.03385
C 5.57470 0.29537 -1.66732
C 4.67264 -0.65789 -0.87805
C 3.28701 -0.50577 -1.52709
N 1.65991 0.86192 -4.38352
C 2.64236 1.02096 -5.43884
C 2.07075 0.18997 -6.58284
C 1.44631 -1.00561 -5.85498
C 0.92224 -0.41512 -4.53675
N 2.08674 3.03862 -2.88351
C 3.21272 3.83818 -3.38389
C 2.58002 5.13570 -3.89685
C 1.27658 5.24389 -3.10028
C 0.81328 3.80197 -3.00057
H 4.53790 2.13955 -1.19366
H 5.00420 1.98354 -2.90078
H 6.43795 0.63954 -1.09511
H 5.93641 -0.19751 -2.57338
H 4.63860 -0.34679 0.16717
H 5.02415 -1.68867 -0.91159
H 2.48324 -0.46654 -0.79151
H 3.06062 -1.34624 -2.18538
H 3.62944 0.62889 -5.13973
H 2.76294 2.06810 -5.72751
H 2.83616 -0.10103 -7.30471
H 1.29807 0.75503 -7.10838
H 2.21586 -1.75479 -5.65364
H 0.65384 -1.48030 -6.43278
H 1.07918 -1.09122 -3.69354
H -0.14901 -0.21448 -4.57955
H 3.78301 3.34186 -4.17412
H 3.90757 4.05891 -2.56756
H 2.35103 5.05080 -4.96271
H 3.24398 5.99012 -3.75555
H 0.53237 5.87168 -3.58700
H 1.47259 5.65275 -2.10711
H 0.26950 3.50685 -3.90625
H 0.13533 3.62371 -2.12925
*
```

Entry 4:
Molecular formula: C35H66AlBr3ClCsFN6O16S
Method: DFT, ωB97M-V/def2-TZVPD

Values from the calculation:
electronic energy = -11847.1339 hartree
LUMO = -9.64 eV
maximum force = 0.1347 Eh/bohr

Geometry as ORCA input:
```
! RIJCOSX wB97M-V def2-TZVPD def2/J DEFGRID3
* xyz 3 1
C -4.03736 -2.08392 -1.49326
C -4.69558 -2.93538 -0.39329
C -4.57286 -2.39708 0.97747
O -5.23816 -3.05914 1.90775
O -3.90606 -1.35353 1.31174
C -2.59226 -1.73739 1.95078
C -1.43195 -1.34965 1.02395
C -0.44814 -0.26541 1.51288
C -0.84401 0.56572 2.74270
C -2.14294 1.41783 2.63545
C -1.83345 2.91783 2.46472
C -1.17370 3.29991 1.12357
S -2.15117 2.93631 -0.30417
O -2.23084 1.48121 -0.58294
O -3.46078 3.49077 -0.24033
O -1.43857 3.60343 -1.53983
O 0.82342 -0.92119 1.75075
C 1.93498 -0.15787 1.41918
C 3.14931 -0.72550 2.31151
C 2.62838 -0.98124 3.72697
O 2.03106 -0.17823 4.35793
F 2.87603 -2.18019 4.24851
C 2.28630 -0.13036 -0.16635
Br 2.05223 1.80920 -0.74570
C 3.81528 -0.45643 -0.46408
C 4.21186 -0.18959 -1.95135
O 4.80649 -1.34270 -2.53056
O 1.39560 -0.83093 -0.95402
C 1.77068 -2.17792 -1.19395
O 0.67194 -2.77649 -1.80823
N 2.07206 -2.92959 0.03502
C 1.36882 -3.91039 0.21635
O 0.62430 -4.75683 0.47993
H -4.27517 -2.57114 -2.44173
H -4.43737 -1.07320 -1.53378
H -2.95133 -2.10191 -1.40613
H -4.24674 -3.93475 -0.46445
H -5.76928 -2.98741 -0.61542
H -2.62962 -2.83021 2.00434
H -2.52612 -1.38743 2.97858
H -0.83995 -2.25038 0.84301
H -1.83686 -1.06861 0.05300
H -0.29172 0.43808 0.68528
H -0.01448 1.26429 2.92862
H -0.83366 -0.10718 3.60691
H -2.76383 1.00202 1.83551
H -2.68190 1.32966 3.58916
H -1.12689 3.19832 3.24756
H -2.77621 3.46503 2.53572
H -0.96293 4.37370 1.07278
H -0.20186 2.79609 1.07986
H -0.73669 3.00188 -1.85331
H 1.75916 0.90787 1.79160
H 3.98151 0.02913 2.40624
H 3.53809 -1.66819 1.93463
H 4.09156 -1.45237 -0.12723
H 4.44047 0.26976 0.11815
H 3.36012 0.11224 -2.56834
H 4.97267 0.59217 -1.98543
H 4.17879 -1.67223 -3.19822
H 2.59241 -2.27306 -1.90386
H 0.75182 -2.61520 -2.76207
C 5.58306 -8.29679 -1.42988
C 4.73625 -7.09376 -1.56430
O 4.59691 -6.39019 -2.50718
N 3.99469 -6.62117 -0.32347
C 2.51814 -6.91778 -0.40861
H 5.94514 -8.59579 -2.40921
H 6.43051 -8.06541 -0.78114
H 5.00337 -9.11233 -0.99557
H 4.40962 -7.01169 0.52921
H 4.09505 -5.60495 -0.36437
H 2.04602 -6.50450 0.47309
H 2.38794 -7.99660 -0.43295
H 2.11784 -6.45106 -1.30321
C -6.32208 1.49298 4.08752
C -4.96769 1.57997 4.60815
N -3.90989 1.65106 5.04945
H -6.70956 0.47598 4.14414
H -6.99962 2.13183 4.65294
H -6.36686 1.81234 3.04573
N -2.62320 4.23009 -4.39336
O -2.82950 5.42905 -4.31865
O -3.43873 3.41536 -3.82471
O -1.63846 3.76670 -4.98301
Cs 3.33439 2.22895 1.65545
Br 3.50730 -1.43715 -8.04202
C 2.30335 -2.81287 -7.39586
C 1.59306 -2.35322 -6.15415
Br 2.80346 -2.42633 -4.60580
H 2.89454 -3.71059 -7.24231
H 1.59075 -2.98444 -8.19998
H 0.76673 -3.01719 -5.90850
H 1.22803 -1.33320 -6.22267
Cl -6.18887 -1.75068 2.61801
N 6.98968 -1.25720 -7.96915
C 6.88715 -1.62076 -6.65328
C 8.10728 -1.41736 -6.06457
C 8.97880 -0.90625 -7.06342
C 8.25968 -0.81713 -8.22456
H 6.24897 -1.30630 -8.64301
H 5.95924 -1.99216 -6.25302
H 8.34940 -1.61215 -5.03267
H 10.01401 -0.63537 -6.94252
H 8.54127 -0.48071 -9.20750
O 5.47100 -9.18894 1.58247
H 4.69593 -9.36292 2.12862
H 5.94805 -10.02780 1.58840
C -4.09403 9.29425 4.67927
C -5.06875 8.16482 4.37992
N -4.62846 7.30317 3.29412
C -5.66955 6.43124 2.78613
C -6.24661 5.37492 3.73685
C -3.32470 6.69299 3.45797
C -3.07417 5.83767 4.70881
H -3.86282 9.85954 3.77598
H -4.53589 9.98064 5.40110
H -3.15980 8.92746 5.10824
H -6.01938 8.61889 4.09161
H -5.25957 7.60155 5.30599
H -5.30261 5.93377 1.88208
H -6.49458 7.06139 2.44333
H -5.54171 4.55696 3.90737
H -7.14332 4.93591 3.29025
H -6.53728 5.79325 4.70020
H -2.57562 7.48971 3.44358
H -3.10144 6.09482 2.56567
H -3.39773 6.33637 5.62193
H -2.00233 5.64303 4.81012
H -3.56983 4.86724 4.65220
Al -3.81685 1.61659 -2.02141
*
```